(1)
Formula: C7H8INO
Source: the Open Molecules 2025 dataset
Level of theory: ωB97M-V/def2-TZVPD

Last column: Löwdin charge in e.
Atoms and positions in Å:
C: 2.0228 1.8796 -0.1227  -0.081
C: 1.0279 2.0201 -1.0673  -0.045
C: 1.8046 1.1178 1.0333  -0.093
C: -0.2751 1.4602 -0.8384  -0.042
C: 0.6403 0.4352 1.1704  -0.010
C: -0.4712 0.6562 0.2365  -0.526
C: -0.7375 -2.5247 -0.7286  -0.220
N: -1.4714 -0.1534 0.4701  -0.373
O: -1.4768 -1.3722 -1.0089  -0.282
I: -3.3571 0.5899 0.1616  0.885
H: 2.9426 2.3002 -0.3090  0.077
H: 1.2587 2.5938 -1.9995  0.120
H: 2.5404 1.2332 1.8315  0.112
H: -0.9658 1.3923 -1.6492  0.089
H: 0.4168 -0.1002 2.1788  0.148
H: 0.4229 -2.3312 -0.4808  0.104
H: -0.7573 -3.3268 -1.4377  0.061
H: -0.9745 -2.9980 0.2674  0.076

Summary:
Energy relative to the best compared isomer or geometry (same formula, charge and spin): 42.20 kcal/mol
Charge: 0
LUMO energy (spin up / spin down): -1.13 / -1.20 eV

(2)
Formula: C16H20N2O5S2
Source: the Open Molecules 2025 dataset
Level of theory: ωB97M-V/def2-TZVPD

Last column: Löwdin charge in e.
Atoms and positions in Å:
C: 3.7659 2.2650 -0.1102  0.018
H: 3.1689 2.4541 0.7597  0.064
O: 2.9357 1.2045 -0.8891  -0.070
C: 1.7633 1.4287 -1.2439  -0.347
C: 1.1179 2.5705 -1.1517  -0.084
C: -0.1677 2.6865 -1.2090  -0.169
C: -0.7602 1.6956 -1.7113  -0.241
C: -0.2236 0.3209 -2.1795  0.058
C: 1.1554 0.2188 -1.8630  -0.326
O: 1.9039 -0.7337 -2.1087  -0.043
C: 1.2753 -2.0246 -2.5216  0.039
H: 0.5004 -2.4426 -2.0744  0.005
H: 1.0089 -1.6064 -3.8935  0.219
H: 2.0462 -2.6639 -2.6548  0.034
H: -0.7344 -0.4873 -2.6577  0.081
C: -2.3272 1.6267 -1.8644  -0.139
H: -2.6627 2.3994 -2.8182  0.162
H: -2.6743 0.6246 -2.2053  0.091
C: -3.3200 1.9216 -0.6570  -0.048
N: -2.5926 1.3544 0.6297  0.108
C: -3.2943 0.4046 1.2280  -0.570
O: -4.4051 0.2085 1.3497  0.127
C: -2.5144 -0.1745 2.5379  -0.143
N: -1.7347 -1.3030 2.1551  -0.177
S: -0.6574 -1.4056 0.8583  0.770
O: -0.1701 0.2376 0.9717  -0.398
O: -0.8034 -1.6214 -0.4618  -0.244
C: 0.6496 -2.2211 1.7029  -0.494
C: 0.8193 -3.2288 2.4108  -0.255
C: 2.0011 -3.6796 2.6787  -0.275
C: 2.9101 -3.0570 2.2032  -0.381
S: 2.3799 -1.6890 1.2095  1.059
H: 4.0011 -3.0969 2.3005  0.100
H: 2.2468 -4.6129 3.1263  0.138
H: -0.1509 -3.7295 2.5920  0.155
H: -2.5791 -2.0960 1.7499  0.216
H: -1.7688 0.4480 2.6312  0.036
H: -3.0883 -0.2421 3.4586  0.140
H: -1.6147 1.3353 0.6474  0.050
H: -4.1644 1.6361 -0.5492  -0.030
H: -3.0825 3.2446 -0.4647  0.187
H: -0.6629 3.5777 -0.7020  0.159
H: 1.6843 3.3939 -0.4460  0.163
H: 3.9853 3.2005 -0.7869  0.114
H: 4.8343 1.6574 0.0228  0.143

Summary:
Energy relative to the best compared isomer or geometry (same formula, charge and spin): 391.81 kcal/mol
Charge: 0
LUMO energy: -0.11 eV

(3)
Formula: C5H8O
Source: the Open Molecules 2025 dataset
Level of theory: ωB97M-V/def2-TZVPD

Last column: Löwdin charge in e.
Atoms and positions in Å:
C: 1.2970 -1.2253 -0.2034  -0.045
C: 0.0725 -0.4348 -0.6428  -0.349
C: 0.1527 1.0554 -0.2540  -0.144
C: -0.7966 1.1352 0.9141  -0.078
C: -1.6090 0.0943 0.7796  -0.158
O: -1.1695 -0.8956 -0.0483  -0.058
H: 1.1524 -2.3050 -0.2976  0.080
H: 1.5824 -0.9935 0.8274  0.085
H: 2.1307 -0.9395 -0.8590  0.085
H: -0.0705 -0.5883 -1.7159  0.139
H: 1.1657 1.4114 -0.0702  0.109
H: -0.2940 1.6656 -1.0493  0.115
H: -0.9744 2.0063 1.5324  0.098
H: -2.6392 0.0137 1.0868  0.121

Summary:
Energy relative to the best compared isomer or geometry (same formula, charge and spin): 26.54 kcal/mol
Charge: 0
LUMO energy: 1.06 eV